# 1
Entry from the Open Molecules 2025 dataset: an isolated molecule of C25H32N2O4 (ωB97M-V with the def2-TZVPD basis set).

Output
HOMO ... -8.528 eV
Orbital gap ... 8.5 eV
LUMO energy ... -0.03 eV
Structure (SMILES) ... CC(=O)N/C(=C\c1ccccc1)C(=O)OCC(=O)N[C@@H](C)[C@]12C[C@H]3C[C@H](C[C@H](C3)C1)C2
Energy relative to the best compared isomer or geometry (same formula, charge and spin) ... 0.00 kJ/mol
Electronic energy ... -37617.0375 eV

```
63
C25H32N2O4 (ωB97M-V with the def2-TZVPD basis set)
C 6.66 0.76 -3.26
C 5.16 0.59 -3.14
O 4.39 0.59 -4.07
N 4.77 0.41 -1.83
C 3.45 0.42 -1.37
C 2.38 -0.15 -1.96
C 2.33 -1.03 -3.11
C 1.19 -1.04 -3.91
C 1.10 -1.87 -5.01
C 2.15 -2.72 -5.32
C 3.27 -2.75 -4.51
C 3.37 -1.91 -3.42
C 3.33 1.18 -0.10
O 4.30 1.67 0.45
O 2.09 1.24 0.39
C 1.92 1.99 1.59
C 0.45 2.34 1.83
O 0.14 3.15 2.68
N -0.41 1.67 1.06
C -1.85 1.85 1.11
C -2.33 2.20 -0.30
C -2.55 0.64 1.77
C -2.33 -0.66 0.98
C -3.02 -1.83 1.69
C -2.43 -2.00 3.09
C -2.65 -0.71 3.89
C -4.15 -0.43 4.01
C -4.73 -0.27 2.61
C -4.52 -1.55 1.80
C -4.05 0.90 1.89
C -1.97 0.45 3.18
H 6.97 1.69 -2.79
H 7.17 -0.07 -2.77
H 6.93 0.78 -4.31
H 5.42 0.69 -1.11
H 1.42 0.08 -1.51
H 0.37 -0.37 -3.67
H 0.22 -1.85 -5.63
H 2.08 -3.37 -6.18
H 4.08 -3.43 -4.74
H 4.24 -1.96 -2.78
H 2.30 1.42 2.44
H 2.51 2.92 1.54
H -0.04 1.03 0.37
H -2.01 2.72 1.76
H -3.38 2.47 -0.29
H -2.18 1.37 -0.98
H -1.77 3.05 -0.67
H -1.26 -0.87 0.89
H -2.75 -0.56 -0.03
H -2.86 -2.74 1.11
H -1.36 -2.21 3.02
H -2.91 -2.84 3.60
H -2.22 -0.83 4.89
H -4.31 0.47 4.59
H -4.64 -1.26 4.52
H -5.81 -0.06 2.68
H -4.95 -1.45 0.81
H -5.01 -2.39 2.30
H -4.50 1.01 0.90
H -4.22 1.82 2.45
H -2.10 1.37 3.75
H -0.89 0.26 3.12
```

Mulliken atomic charge list, values in e, 2 entries: C -1.381; C 0.716

# 2
Entry from the Open Molecules 2025 dataset: an isolated molecule of C25H32N2O6 in a non-equilibrium geometry (ωB97M-V with the def2-TZVPD basis set).

Output
HOMO ... -7.948 eV
Orbital gap ... 7.4 eV
LUMO energy ... -0.51 eV
Structure (SMILES) ... CCO[C@H]1OC(C(=O)N2CCOCC2)=C[C@@H](c2cn(C(C)=O)c3ccccc23)[C@@H]1CCCO
Energy relative to the best compared isomer or geometry (same formula, charge and spin) ... 2051.47 kJ/mol
Electronic energy ... -41690.1065 eV

```
65
C25H32N2O6 (ωB97M-V with the def2-TZVPD basis set)
C 1.26 -2.31 -1.35
C 1.66 -0.97 -1.82
O 1.18 0.20 -1.18
C -0.16 0.53 -1.19
O -0.98 -0.51 -0.73
C -1.04 -0.66 0.89
C -1.42 -1.99 1.07
O -0.50 -2.69 1.89
N -2.65 -2.76 0.54
C -3.61 -2.09 -0.31
C -3.39 -3.02 -1.64
O -3.61 -4.24 -1.25
C -2.74 -4.91 -0.51
C -2.82 -4.30 0.76
C -0.84 0.26 1.53
C -0.20 1.56 1.14
C 1.36 1.76 1.26
C 1.95 2.99 1.45
N 3.27 2.78 1.63
C 4.16 3.91 1.72
C 3.59 5.17 1.18
O 5.54 3.49 1.68
C 3.42 1.54 1.84
C 4.75 0.78 2.17
C 4.73 -0.47 2.28
C 3.45 -1.24 2.32
C 2.25 -0.47 1.88
C 2.28 0.86 1.68
C -0.53 1.93 -0.39
C -1.84 2.13 -0.80
C -2.21 2.43 -2.23
C -3.35 1.45 -2.80
O -2.65 0.06 -2.90
H 1.46 -2.52 -0.41
H 0.35 -2.33 -1.57
H 1.88 -2.94 -1.98
H 1.49 -0.85 -2.85
H 2.81 -0.79 -1.64
H -0.42 0.48 -2.23
H -4.65 -2.19 0.11
H -3.27 -1.16 -0.37
H -2.45 -2.74 -2.15
H -4.20 -2.50 -2.20
H -1.73 -4.85 -0.96
H -3.15 -5.93 -0.16
H -3.86 -4.19 1.38
H -2.14 -4.49 1.54
H -0.95 0.00 2.71
H -0.77 2.31 1.44
H 1.55 3.89 1.16
H 4.38 6.09 1.15
H 3.27 5.09 0.24
H 2.86 5.64 2.01
H 5.63 1.43 2.28
H 5.44 -0.94 2.88
H 3.54 -2.32 2.34
H 1.40 -1.32 2.01
H 0.20 2.34 -0.93
H -2.21 3.18 -0.17
H -2.62 1.48 -0.25
H -2.70 3.42 -2.36
H -1.44 2.56 -2.70
H -3.71 1.90 -3.91
H -4.17 1.28 -2.01
H -2.18 -0.22 -2.24
```

Mulliken atomic charge list, values in e, 2 entries: C -1.378; C -0.327

- Number 1 is which compound?
  C25H32N2O4